(1)
Below is a molecular structure, C36H56CeN8O3S2 at a distorted geometry, with properties calculated with ωB97M-V with the def2-TZVPD basis set.

Element x y z (Å)
Ce: 0.22633 0.15468 -0.23465
O: 0.53585 -2.30370 -0.77699
S: 1.08300 -3.70809 -0.94134
C: 0.49428 -4.68038 0.48323
C: 1.12801 -4.38384 1.83583
C: 0.87750 -2.96548 2.38826
C: -0.32076 -2.82596 3.33891
S: -1.73930 -1.82425 2.69894
O: -1.24787 -1.05175 1.50402
C: -2.79065 -3.14001 2.10488
C: -2.89338 -3.39813 0.75244
C: -3.74895 -4.40320 0.31558
C: -4.49341 -5.12976 1.23549
C: -4.38663 -4.85434 2.59350
C: -3.54007 -3.84814 3.03556
C: 2.82276 -3.74043 -0.57436
C: 3.51052 -4.87337 -0.99742
C: 4.86376 -4.98107 -0.71890
C: 5.51356 -3.95774 -0.03622
C: 4.80934 -2.83182 0.36872
C: 3.45038 -2.71171 0.09929
H: 0.67601 -5.71282 0.16932
H: -0.58304 -4.51430 0.48850
H: 2.20200 -4.54914 1.76498
H: 0.75064 -5.13363 2.53641
H: 0.77393 -2.26150 1.56929
H: 1.76372 -2.64036 2.92891
H: -0.03432 -2.30048 4.24927
H: -0.76212 -3.78256 3.62338
H: -2.30213 -2.80408 0.06963
H: -3.83601 -4.62182 -0.74246
H: -5.17027 -5.90502 0.89581
H: -4.97254 -5.41860 3.30880
H: -3.46596 -3.61910 4.09580
H: 2.99674 -5.66018 -1.54514
H: 5.41238 -5.85718 -1.04097
H: 6.57239 -4.04250 0.17930
H: 5.30986 -2.03850 0.91395
H: 2.89994 -1.84627 0.46365
O: -1.96845 -0.87887 -1.32791
C: -3.24339 -0.36718 -1.75901
C: -3.28110 -0.21774 -3.26696
C: -1.99523 0.43209 -3.79655
C: -1.72988 1.79061 -3.19733
C: -2.36359 2.90424 -3.70615
C: -2.08528 4.18273 -3.21244
C: -1.08947 4.28279 -2.23453
C: -0.50601 3.13694 -1.76645
N: -0.83451 1.87278 -2.16389
H: -1.74441 -1.64574 -1.86499
H: -3.35327 0.60071 -1.27460
H: -4.03900 -1.02184 -1.40188
H: -4.14292 0.39971 -3.52968
H: -3.42852 -1.19609 -3.73812
H: -2.06704 0.52211 -4.88118
H: -1.13986 -0.20886 -3.58514
H: -3.06718 2.77533 -4.52209
H: -2.58395 5.06042 -3.60087
H: -0.77115 5.24628 -1.85432
H: 0.28899 3.19954 -1.03089
C: -1.66803 3.09037 1.48836
N: -0.38668 2.39058 1.75583
C: 0.70853 3.38541 1.66737
N: 0.51360 4.50746 2.58004
C: -0.77489 5.14471 2.27251
N: -1.89599 4.20720 2.39828
C: -1.90090 3.68298 3.77017
N: -0.64082 3.00787 4.10392
C: -0.42362 1.91760 3.15762
C: 0.45133 3.97624 3.94854
H: -2.48109 2.37057 1.60667
H: -1.67190 3.45555 0.46174
H: 0.76414 3.77327 0.65054
H: 1.64052 2.87376 1.90158
H: -0.74681 5.53488 1.25276
H: -0.93268 5.97522 2.96052
H: -2.72352 2.97465 3.87681
H: -2.05743 4.50878 4.46378
H: -1.23134 1.18875 3.25539
H: 0.52508 1.42629 3.36892
H: 1.39736 3.48607 4.18304
H: 0.30090 4.80164 4.64544
C: 1.96296 0.13438 1.49015
H: 1.76107 -0.26062 2.50045
H: 2.83431 0.80414 1.57376
C: 1.64575 0.95379 -4.45056
N: 2.78932 1.51788 -3.74914
C: 3.17096 2.85055 -4.19936
C: 3.20983 1.00799 -2.55804
N: 2.46724 0.20643 -1.84487
N: 4.47179 1.39462 -2.16646
C: 4.85899 1.15866 -0.78440
C: 5.57878 1.32360 -3.11476
H: 1.85601 0.95112 -5.52263
H: 0.74369 1.54082 -4.27385
H: 1.47749 -0.06313 -4.11289
H: 2.27757 3.47747 -4.27922
H: 3.64475 2.81195 -5.18327
H: 3.85411 3.31234 -3.49357
H: 3.03923 -0.25777 -1.14823
H: 5.18967 0.12557 -0.61256
H: 4.02804 1.37366 -0.11620
H: 5.68748 1.82267 -0.53863
H: 5.21457 1.36729 -4.13774
H: 6.13188 0.38713 -2.98837
H: 6.26916 2.15234 -2.95111

Cartesian forces, eV/Å:
Ce 2.247 -0.465 2.268
O -0.024 -0.058 -0.152
S -0.191 -0.025 0.053
C 0.105 0.115 0.034
C -0.210 0.136 0.088
C -0.186 -0.396 0.065
C -0.015 0.059 -0.137
S 0.341 0.089 0.215
O -0.087 -0.033 -0.160
C 0.037 0.021 -0.008
C -0.009 -0.026 -0.141
C -0.008 -0.017 0.025
C -0.013 0.004 -0.048
C 0.012 0.005 0.056
C 0.002 -0.043 0.095
C 0.041 -0.064 -0.235
C -0.049 -0.062 -0.114
C 0.017 -0.009 0.018
C 0.002 0.015 -0.003
C 0.031 -0.017 -0.025
C 0.156 -0.106 0.164
H -0.014 0.027 0.059
H -0.080 -0.028 -0.054
H 0.035 -0.026 -0.004
H 0.026 -0.040 0.019
H 0.139 0.187 0.007
H -0.007 0.049 -0.016
H -0.008 0.026 -0.032
H 0.025 0.013 0.048
H -0.004 0.043 -0.055
H 0.003 0.024 0.040
H 0.066 0.038 0.015
H 0.027 0.042 -0.031
H -0.024 -0.008 -0.109
H 0.066 0.085 0.042
H -0.020 0.030 0.013
H -0.058 0.000 -0.013
H -0.048 -0.046 -0.023
H -0.187 0.345 0.072
O -0.433 -0.003 -0.094
C 0.232 -0.097 0.034
C 0.042 0.074 -0.004
C -0.075 -0.034 0.099
C 0.870 -0.420 1.028
C -0.258 0.964 -0.152
C 0.502 -0.802 0.242
C -0.583 0.624 -0.562
C 0.007 -1.610 -0.119
N -0.387 1.434 -0.920
H 0.118 -0.191 0.039
H 0.036 0.046 0.099
H -0.056 0.003 0.035
H -0.055 -0.062 -0.036
H 0.062 0.101 -0.017
H 0.014 0.073 -0.006
H 0.040 0.015 -0.031
H 0.019 0.026 0.076
H 0.004 -0.039 -0.006
H -0.032 -0.070 -0.003
H -0.085 -0.046 -0.013
C 0.211 -0.041 0.327
N -0.394 0.106 -0.654
C -0.065 -0.004 0.300
N -0.149 0.095 -0.040
C 0.122 -0.208 0.133
N -0.076 0.045 -0.025
C 0.198 -0.063 -0.046
N -0.104 0.141 -0.067
C 0.025 -0.097 0.037
C -0.070 -0.071 -0.088
H -0.033 -0.046 -0.008
H 0.007 0.079 -0.015
H 0.024 0.091 0.018
H 0.011 -0.112 -0.039
H 0.006 -0.002 -0.028
H -0.003 0.037 0.006
H -0.028 -0.024 -0.004
H -0.010 0.035 0.023
H -0.025 0.003 -0.007
H 0.032 -0.044 -0.101
H -0.004 -0.003 -0.020
H -0.018 0.017 0.000
C -1.428 0.229 -1.687
H 0.066 -0.062 0.009
H 0.130 -0.093 0.007
C 0.341 0.046 0.146
N -0.306 0.196 -0.265
C -0.083 -0.139 0.007
C 0.056 -0.357 0.359
N -0.506 0.348 -0.297
N 0.139 0.018 -0.031
C 0.040 0.029 -0.061
C -0.047 0.047 0.019
H -0.024 0.004 0.020
H -0.074 0.055 -0.002
H 0.017 -0.073 0.045
H -0.008 0.010 -0.003
H 0.002 0.014 0.005
H 0.006 -0.028 0.013
H -0.078 0.009 0.249
H -0.036 0.020 -0.015
H -0.008 -0.047 0.011
H 0.016 -0.003 -0.021
H 0.025 -0.014 0.056
H -0.005 -0.014 0.017
H -0.007 0.006 -0.005

Output
Highest occupied orbital energy (alpha / beta) = -6.681 / -6.732 eV
Frontier orbital gap (alpha / beta) = 4.48 / 4.53 eV
Multiplicity = 2
Charge = +1
Electronic energy = -3340.35132 Ha



(2)
Below is a molecular structure, C36H56N3OP2Pt at a distorted geometry, with properties calculated with ωB97M-V with the def2-TZVPD basis set.

Element x y z (Å)
C: 0.86614 -3.08869 -1.31403
C: 1.47266 -1.12859 -2.49934
C: 1.28614 -3.89928 -2.36925
C: 2.03856 -1.93510 -3.52275
C: 1.96547 -3.31238 -3.43911
H: 1.09201 -4.96610 -2.30475
H: 2.51210 -1.41305 -4.34932
H: 2.40298 -3.94215 -4.21756
N: 1.11911 -1.77953 -1.34128
P: 0.05601 -2.55845 1.31954
P: 0.72983 1.55648 -1.57980
C: 0.01084 -3.63752 -0.18432
H: -1.03289 -3.73255 -0.52393
H: 0.34740 -4.65446 0.04378
C: 1.22500 0.25497 -2.66231
H: 1.75969 0.64525 -3.54043
C: -0.19387 2.46607 -3.12132
C: 1.91636 2.99549 -0.81023
C: -1.66516 -2.48531 2.09833
C: 1.32075 -3.51023 2.35670
C: -1.46187 2.98039 -2.44134
H: -1.27374 3.83258 -1.77590
H: -2.20023 3.30243 -3.19341
H: -1.90743 2.18337 -1.83420
C: 0.59266 3.59139 -3.79830
H: 0.85873 4.42456 -3.14289
H: 1.50375 3.20377 -4.27617
H: -0.04069 4.00965 -4.59992
C: -0.54040 1.49895 -4.26784
H: -1.36198 1.91975 -4.87307
H: 0.30183 1.33381 -4.95578
H: -0.87421 0.52337 -3.88720
C: 1.08886 4.27177 -0.57384
H: 0.27411 4.06687 0.13233
H: 1.74273 5.03379 -0.11961
H: 0.65234 4.71550 -1.46970
C: 2.50277 2.67322 0.56544
H: 1.71575 2.50960 1.30735
H: 3.19847 1.83386 0.54680
H: 3.07216 3.55555 0.90503
C: 3.08270 3.12544 -1.78618
H: 2.78256 3.44924 -2.78396
H: 3.80043 3.86173 -1.39413
H: 3.60148 2.16214 -1.88581
C: 1.49383 -2.79938 3.70769
H: 2.20232 -3.38550 4.31356
H: 1.90619 -1.79176 3.59216
H: 0.55245 -2.73454 4.27056
C: 2.65680 -3.51788 1.59427
H: 2.57375 -4.02325 0.62285
H: 3.05338 -2.50935 1.43936
H: 3.39061 -4.07838 2.19359
C: 0.93052 -4.97817 2.61475
H: 1.79733 -5.47189 3.08140
H: 0.09315 -5.08616 3.31109
H: 0.69900 -5.53307 1.69879
C: -2.70057 -2.62003 0.97491
H: -2.78178 -3.65152 0.60459
H: -3.69343 -2.33154 1.35506
H: -2.45235 -1.95605 0.13914
C: -1.82079 -1.09778 2.75091
H: -1.61643 -0.28891 2.03210
H: -2.85762 -0.98298 3.10099
H: -1.14631 -0.97170 3.60885
C: -1.93440 -3.58284 3.13474
H: -1.85899 -4.58768 2.69936
H: -1.28551 -3.51537 4.01697
H: -2.97065 -3.46485 3.49069
Pt: 0.48412 -0.46517 0.25011
C: 1.81812 -0.15394 1.45500
O: 2.71807 -0.00446 2.18825
N: -1.07033 -0.52894 -1.03518
C: -1.63097 -0.21691 -2.04219
C: -3.14226 -0.28952 -2.48413
C: -3.31679 0.04616 -3.95804
C: -3.63403 -1.72243 -2.25299
C: -3.93255 0.71900 -1.63564
H: -3.06469 1.09255 -4.17017
H: -2.71891 -0.62225 -4.59456
H: -4.36799 -0.08083 -4.25430
H: -3.84871 -1.91567 -1.19331
H: -4.55489 -1.89753 -2.82631
H: -2.87458 -2.44520 -2.59004
H: -5.01240 0.52342 -1.70756
H: -3.63248 0.67629 -0.57539
H: -3.75740 1.74462 -1.98738
N: -1.26076 2.41729 1.37079
C: -0.56866 2.72859 2.26897
C: 0.23714 3.13163 3.38311
C: 0.89861 2.16054 4.15415
C: 1.72516 2.55824 5.21350
C: 1.85357 3.91200 5.52167
C: 1.16260 4.87706 4.78433
C: 0.35811 4.49002 3.70695
H: 0.75272 1.10434 3.92582
H: 2.25721 1.79805 5.78856
H: 2.49694 4.21964 6.35473
H: 1.24295 5.93677 5.04027
H: -0.18735 5.22964 3.11632

Cartesian forces, eV/Å:
C 0.142 0.482 -0.342
C 0.289 -1.333 0.533
C 0.093 -0.078 0.125
C -0.144 0.628 -0.060
C 0.049 -0.234 -0.039
H 0.107 0.128 -0.216
H -0.107 -0.310 -0.075
H -0.191 0.261 0.217
N -0.731 -0.273 -1.715
P -0.237 -0.610 0.181
P -1.278 1.618 1.301
C 0.167 -0.250 0.012
H 0.398 0.175 -0.087
H -0.137 0.177 -0.023
C 3.705 0.049 -0.760
H -0.474 -0.358 -0.062
C 0.405 0.279 0.457
C 0.500 -0.645 -0.799
C 0.022 -0.405 0.181
C -0.286 0.080 0.195
C -0.328 0.136 -0.195
H -0.004 -0.300 -0.143
H 0.122 -0.001 0.127
H 0.139 0.408 -0.092
C -0.080 0.249 -0.212
H -0.020 -0.298 -0.327
H -0.268 0.155 0.068
H 0.157 -0.120 0.156
C -0.152 -0.183 0.044
H 0.359 -0.013 0.241
H -0.218 0.036 0.301
H 0.167 0.291 -0.433
C -0.246 -0.020 -0.277
H 0.192 0.044 -0.178
H -0.088 -0.285 -0.146
H 0.122 -0.087 0.328
C -0.125 -0.212 0.017
H 0.249 -0.170 -0.181
H -0.125 0.020 0.005
H -0.139 -0.227 -0.215
C 0.316 0.474 -0.048
H 0.129 -0.036 0.257
H -0.027 -0.135 -0.144
H -0.040 0.225 0.084
C 0.125 -0.037 0.157
H -0.170 0.204 -0.099
H -0.099 -0.201 0.042
H 0.292 -0.011 -0.168
C 0.035 0.092 -0.018
H 0.045 0.108 0.193
H -0.058 -0.170 -0.034
H -0.184 0.173 -0.159
C 0.024 -0.117 0.215
H -0.213 0.104 -0.150
H 0.245 0.060 -0.224
H 0.054 0.070 0.219
C -0.024 0.090 -0.024
H 0.033 0.238 0.077
H 0.293 -0.043 -0.054
H -0.087 -0.186 0.273
C -0.045 0.122 -0.127
H -0.066 -0.252 0.275
H 0.262 -0.104 0.028
H -0.113 -0.015 -0.169
C -0.364 -0.059 0.145
H -0.002 0.251 0.116
H -0.174 -0.044 -0.290
H 0.256 -0.026 -0.066
Pt 1.068 -0.498 1.219
C 2.091 2.149 2.260
O -1.736 -0.873 -1.477
N -2.739 1.924 -3.935
C -1.300 -2.446 4.378
C 0.175 0.540 -0.851
C -0.210 0.167 -0.541
C 0.300 -0.479 0.296
C 0.151 0.313 0.436
H -0.026 -0.427 0.063
H -0.121 0.260 0.109
H 0.229 -0.055 0.255
H 0.050 0.107 -0.439
H 0.272 0.168 0.142
H -0.311 0.119 0.057
H 0.344 -0.131 -0.090
H -0.180 -0.044 -0.345
H -0.185 -0.384 0.137
N 1.698 0.781 2.223
C -2.112 -0.736 -2.111
C 0.392 -0.004 0.641
C 0.143 0.231 0.179
C -0.365 -0.151 -0.412
C 0.090 0.110 0.107
C -0.187 -0.129 -0.270
C 0.146 0.075 0.140
H 0.125 0.288 0.000
H -0.179 0.291 -0.139
H -0.303 -0.125 -0.380
H 0.006 -0.411 -0.082
H 0.223 -0.211 0.213

Output
Highest occupied orbital energy (alpha / beta) = -8.124 / -9.825 eV
Frontier orbital gap (alpha / beta) = 5.42 / 5.46 eV
Multiplicity = 3
Charge = +1
Electronic energy = -2446.54026 Ha